Entry 1:
The following is a quantum chemistry calculation of 4 unconnected molecules or ions with the total composition C22H47FN2O12PS, from the OMol25 dataset.

The value obtained for the molecular weight is 613.7 g/mol. As for the charge: +1. Its spin multiplicity is 1.

Last column: Mulliken charge in e.
CARTESIAN COORDINATES (ANGSTROEM)
H (6.3598, -3.6417, -0.5422)  0.29
C (-1.4524, -4.9704, -1.0355)  -1.13
C (-2.5662, 1.6938, 3.4329)  0.05
H (4.8984, -3.3082, -2.5484)  0.26
H (3.4847, -3.7837, -1.6235)  -0.08
C (0.1728, 4.1056, -0.1911)  -1.39
C (-0.7357, 2.9332, 1.9264)  0.76
C (5.2832, -3.5204, -0.4433)  -0.49
H (-1.2235, -2.8138, -1.0114)  0.36
H (2.1585, 1.8945, 4.7984)  0.17
F (-1.6556, 4.9428, 1.0724)  -0.39
H (4.2655, 3.9126, 5.6125)  0.37
C (0.2486, 3.7030, 2.8150)  -2.48
N (1.3880, -0.1569, 2.9574)  -0.65
H (-2.8523, 1.5783, 7.3555)  0.34
H (4.9709, -4.1220, 0.4110)  0.36
H (2.6552, 3.3544, 3.9127)  0.69
H (-2.2127, -0.3901, 3.3885)  0.68
O (-3.4117, 0.9725, 6.8422)  -0.40
O (1.7199, -3.1718, -3.3636)  -0.56
H (-3.2152, 1.0631, -7.5010)  0.30
H (-2.3263, -4.9716, -0.3834)  0.38
C (-0.3557, 1.5027, 1.4506)  -0.46
C (-0.6399, -2.9646, -3.5951)  -1.08
H (-0.4604, 1.4858, 0.3625)  0.82
O (1.6725, 2.8613, 7.2237)  -0.61
C (-3.4802, -0.2334, -9.1963)  -0.94
H (-4.5681, -0.1782, -9.1768)  0.29
O (-2.7247, 0.8468, 5.6057)  -0.19
P (1.3837, 0.8729, 1.7908)  0.33
H (-3.1079, 0.4937, -9.9183)  0.35
H (-2.0647, 2.7841, 5.2652)  0.34
H (-3.8101, 2.4919, 5.0339)  0.46
C (2.8472, -2.5298, 0.7180)  -0.60
H (0.0650, 3.9016, 4.9379)  0.74
H (-0.3038, -3.6559, 0.2246)  0.36
S (2.2140, 3.7230, 6.2293)  1.30
H (-0.7729, 0.4668, 3.8936)  0.38
H (-0.1660, 4.6134, -1.0924)  0.45
C (4.5609, -3.9165, -1.7096)  -0.46
O (1.7812, 5.0818, 6.1322)  -0.59
O (-3.4550, -0.8025, -6.8155)  -0.37
H (-0.1597, 4.7152, 2.8857)  0.61
O (-3.3568, -2.6152, -5.5889)  -0.57
C (1.9487, 2.9515, 4.6398)  -1.20
H (-2.8070, 3.1474, 1.9765)  0.54
C (-2.8132, 2.0636, 4.9024)  -0.66
H (-1.7979, -5.0463, -2.0659)  0.28
H (4.7573, -4.9641, -1.9408)  0.38
H (-1.1961, -1.8603, -7.8797)  0.34
H (-2.0758, 3.7250, 3.3004)  0.53
H (2.2982, -2.1365, 1.5720)  0.32
H (-1.4286, -2.5346, -2.9844)  0.30
C (-2.9181, 0.0668, -7.8241)  -0.34
N (-2.0897, 2.9236, 2.6666)  -0.07
H (2.2195, -2.4864, -0.1741)  -0.09
C (-0.6408, -3.7138, -0.8102)  -0.36
C (-1.8730, -2.5915, -7.4469)  -1.02
C (0.6362, -3.2625, -2.8548)  0.76
H (-1.0208, -3.8880, -4.0321)  0.27
H (0.8678, 4.7543, 0.3382)  0.36
O (-1.2369, 0.4814, 1.8660)  -0.59
H (-1.7638, 3.2172, 0.0625)  0.67
H (-1.2978, -3.3173, -6.8791)  0.28
H (-2.3793, -3.1160, -8.2580)  0.34
H (-3.5273, 1.4336, 2.9909)  0.56
H (3.0908, -3.5738, 0.8955)  0.41
C (-1.6295, 0.5121, 3.2222)  -1.03
O (3.7840, 3.6769, 6.4163)  -0.45
H (1.6869, 0.3534, 0.5233)  0.00
O (4.0564, -0.4868, 0.8440)  -0.59
C (4.0488, -1.6468, 0.4982)  0.68
H (-0.0570, 2.2360, 4.4210)  0.13
H (0.7013, 3.2045, -0.5070)  0.37
H (-0.4056, -2.2765, -4.4022)  0.38
O (0.5741, -3.7071, -1.5752)  -0.33
H (-3.1969, -1.2282, -9.5390)  0.28
O (5.1174, -2.1186, -0.1469)  -0.36
H (2.0446, 0.0329, 3.7026)  0.27
C (-2.9242, -2.0096, -6.5329)  0.77
H (-1.8282, 0.0371, -7.8149)  0.32
C (0.4762, 3.1676, 4.2423)  -0.39
C (-1.0245, 3.7661, 0.6585)  -0.18
H (2.2289, 1.9915, 1.9093)  -0.04
H (-0.8508, -5.8507, -0.8112)  0.30
H (1.1932, 3.8248, 2.2887)  0.85

Forces on the atoms, in the same order (eV/Å):
-0.001 0.040 -0.037
0.046 -0.024 -0.053
-0.180 -0.073 0.214
0.027 -0.018 0.000
-0.007 -0.056 -0.026
0.042 -0.042 -0.035
0.157 0.195 -0.077
-0.032 -0.088 -0.071
0.013 0.001 -0.016
0.124 0.059 -0.084
-0.032 0.061 0.016
0.045 0.290 0.021
-0.153 0.086 0.178
-0.190 0.351 0.204
0.150 -0.195 0.101
-0.004 0.034 0.017
-0.048 0.123 0.042
0.078 -0.030 0.035
-0.181 0.255 -0.114
-0.042 0.065 0.028
-0.019 -0.008 -0.001
0.004 -0.002 0.006
0.191 -0.058 0.139
-0.019 0.132 -0.015
0.081 0.067 -0.006
-0.054 0.042 0.083
-0.034 -0.058 0.022
0.003 0.015 -0.007
0.154 -0.006 0.072
0.248 -0.637 0.245
-0.004 0.005 0.002
-0.004 -0.044 0.021
0.024 0.030 -0.015
0.038 0.011 0.162
-0.090 -0.038 -0.030
0.010 -0.015 -0.004
-0.018 0.145 -0.020
0.034 0.126 -0.084
0.012 0.042 0.038
-0.009 0.064 -0.011
0.060 0.020 -0.090
0.119 0.046 0.116
0.119 0.046 -0.020
0.111 0.032 0.073
-0.088 -0.211 0.079
0.008 0.027 0.016
-0.086 -0.039 -0.095
-0.028 0.019 0.010
0.023 0.001 0.011
-0.022 0.003 -0.031
-0.003 0.032 -0.046
-0.023 0.028 -0.034
-0.030 -0.047 -0.004
-0.019 0.014 -0.073
-0.051 -0.168 -0.046
0.016 -0.038 -0.011
-0.052 -0.057 0.018
0.092 0.033 0.085
-0.016 -0.153 -0.005
-0.027 0.008 0.009
-0.029 0.037 -0.009
-0.353 0.170 -0.242
-0.028 0.020 -0.006
-0.038 -0.036 -0.010
0.003 0.011 -0.009
0.078 0.040 -0.147
0.002 -0.007 -0.043
0.064 -0.141 0.099
-0.017 -0.416 -0.026
-0.037 0.112 -0.058
-0.136 0.175 -0.008
-0.013 -0.021 -0.099
0.098 -0.007 -0.064
0.007 0.002 0.027
0.027 -0.049 -0.030
0.023 0.163 0.022
0.027 0.013 -0.011
0.065 -0.013 0.183
0.091 -0.244 -0.074
-0.156 -0.060 -0.132
-0.003 -0.016 0.012
0.070 0.031 0.108
-0.070 -0.157 -0.051
-0.076 0.090 -0.300
-0.009 0.000 0.015
-0.049 -0.143 -0.050

---

Entry 2:
The following is a quantum chemistry calculation of 8 unconnected molecules or ions with the total composition C22H47N7O6 in a non-equilibrium geometry, from the OMol25 dataset.

As for the energy relative to the best compared isomer or geometry (same formula, charge and spin): 366.3 kJ/mol. The value obtained for the molecular weight is 505.7 g/mol. Its spin multiplicity is 1. Its SMILES is CN(C)C=O.CN(C)C=O.CN(C)C=O.CN(C)C=O.CN(C)C=O.CC(C)=O.CC#N.CC#N.

Last column: Mulliken charge in e.
CARTESIAN COORDINATES (ANGSTROEM)
H (1.2953, 1.7397, -3.0239)  -0.17
H (2.0203, -0.7082, -1.9012)  0.08
C (1.8217, -1.5209, 6.6485)  -0.96
H (-3.6775, 0.3823, -3.1052)  0.39
C (1.1591, -0.2699, 4.6602)  0.79
H (1.0568, 0.4094, 1.2151)  0.08
H (-4.1510, -0.6584, 1.4550)  0.50
N (2.1927, 1.4436, -4.8576)  0.26
C (4.3726, -1.8226, -0.3628)  0.13
H (4.9008, 0.8696, -2.1238)  0.33
H (0.7746, -5.1722, 2.2564)  0.32
H (1.2706, 2.0436, 0.6406)  0.44
H (-0.0916, 1.5966, 1.8537)  0.31
C (-5.6378, 5.0397, 1.5942)  -0.94
N (1.2365, -1.4526, 5.3168)  0.01
H (1.9223, -0.5314, 7.0748)  0.34
H (-5.7685, 5.7260, 2.4352)  0.32
H (3.8616, -2.7858, -0.4964)  0.34
H (-5.3379, 1.9878, 3.0239)  0.25
C (2.9221, -1.2384, -2.2132)  -0.69
N (-5.0128, 3.7812, 1.9636)  0.17
C (3.1822, 1.9147, -5.8189)  -0.99
H (-6.7364, 2.9164, 2.7943)  0.35
C (-5.6614, 3.0255, 2.9909)  -0.94
O (1.5935, 0.7761, 5.0785)  -0.65
H (-2.4403, -0.7349, 0.9737)  -0.03
C (-3.6560, -1.6369, -0.4634)  0.32
H (-0.8854, 2.1754, -1.9612)  -0.04
H (3.3829, 1.1242, -6.5440)  0.35
H (-0.3146, -2.8247, 5.5838)  0.31
O (1.5242, -6.3101, -0.9018)  -0.61
H (-3.4613, 4.0025, 0.5854)  0.27
C (-0.9755, 2.2762, -0.8783)  -0.81
O (-3.2829, 2.3579, 1.6536)  -0.65
H (2.0933, 3.1155, -3.6044)  0.50
H (5.3009, 0.5394, -0.5029)  0.38
C (-2.3197, 1.5939, -4.2154)  0.28
H (2.0852, -5.7444, 1.3523)  0.37
C (1.0893, -5.1485, -0.8508)  0.19
O (5.2000, -1.6595, 0.5090)  -0.60
C (0.5188, 1.3370, 0.9947)  -1.46
H (-0.3514, -2.8965, 0.8168)  0.31
C (-3.8917, 3.3713, 1.3733)  0.24
H (2.7954, 2.7916, -6.3355)  0.32
O (0.4021, 0.0860, -4.4324)  -0.42
C (4.4676, 0.4620, -1.2025)  -1.05
H (-3.4514, 0.2714, 0.0956)  -0.08
C (-3.4705, -0.6913, 0.6196)  -0.15
H (0.6493, -0.4245, 3.6908)  -0.20
H (-2.6246, -0.4861, -4.0928)  0.35
H (-6.6712, 4.8107, 1.2750)  0.34
N (-3.8416, -2.3434, -1.3288)  -0.52
N (4.0020, -0.8908, -1.2947)  0.14
O (-0.6901, -0.0602, -0.5703)  -0.44
H (-5.5421, 3.5042, 3.9641)  0.32
C (-2.6418, 0.3997, -3.4513)  -0.12
H (3.1039, -0.8830, -3.2381)  0.26
H (-1.8985, 0.2932, -2.6645)  -0.30
C (-0.3572, 1.0595, -0.2157)  1.37
H (0.1686, -2.4639, 3.8540)  0.09
C (0.5486, -3.0278, 0.2117)  -0.77
H (3.7376, 1.2007, -0.8434)  0.26
N (-2.0115, 2.5174, -4.7877)  -0.52
H (-0.4452, 3.1700, -0.5700)  0.53
H (1.5997, -0.0410, -6.0987)  0.23
H (0.6437, -4.6658, -1.7355)  0.36
H (2.8557, -2.3084, -2.3676)  0.37
C (0.4886, -2.6226, 4.8738)  -0.70
H (-2.0279, 2.2060, -0.6091)  -0.12
H (2.9817, 1.5910, -2.9470)  -0.04
H (1.2111, -2.1711, 7.2808)  0.32
H (4.1220, 2.0970, -5.3015)  0.32
H (-5.2238, 5.5651, 0.7398)  0.30
H (2.2846, -4.1580, 1.9709)  0.34
C (1.5279, -4.8194, 1.5501)  -1.04
C (1.3284, 0.4291, -5.1362)  0.00
C (2.2046, 2.0351, -3.5556)  -0.33
H (0.3070, -2.7364, -0.8063)  0.13
H (1.2866, -2.3075, 0.5718)  0.15
N (1.0599, -4.3625, 0.2821)  0.22
H (1.1921, -3.4510, 4.9929)  0.36
H (2.8054, -2.0049, 6.5928)  0.30

Forces on the atoms, in the same order (eV/Å):
-0.128 -0.197 -0.295
-0.428 -0.623 -0.003
0.227 -0.631 -0.338
0.203 0.471 0.389
-0.128 -0.837 0.279
-0.102 0.061 0.176
-0.429 -0.372 -0.133
0.057 -0.464 -0.289
0.454 0.395 -0.089
-0.353 -0.422 -0.252
-0.351 0.714 0.050
-0.157 0.492 0.718
0.092 0.605 -0.005
-1.701 -0.252 -0.119
-0.384 0.245 0.298
-0.037 0.111 -0.002
0.451 -0.080 0.060
-0.133 -0.074 -0.112
0.630 0.221 0.014
0.379 1.163 -0.591
-0.156 1.107 -0.615
-0.388 -0.735 0.172
0.089 0.487 -0.110
-0.822 -0.655 0.404
0.092 0.481 -0.244
-0.081 -0.372 0.190
-0.215 0.699 1.963
-0.086 0.039 -0.001
-0.116 0.082 -0.106
-0.399 0.084 -0.312
-0.688 2.096 0.186
-0.503 0.533 -0.046
0.748 -0.787 -0.341
0.125 -0.782 0.222
0.813 0.176 0.091
-0.152 -0.447 0.183
-0.700 -2.069 1.161
-0.023 0.097 -0.095
0.617 -1.804 0.854
-0.178 0.100 -0.019
0.528 -1.455 -1.307
-0.078 -0.059 0.018
0.971 -0.320 -0.137
0.330 0.185 -0.012
0.143 -0.288 0.009
0.889 0.948 0.286
-0.373 0.160 0.443
1.299 1.138 -0.821
0.018 0.411 -0.080
0.492 0.163 -0.041
0.223 0.059 0.103
-0.220 -1.261 -1.638
-0.173 -0.818 -0.061
0.641 0.490 0.212
0.060 -0.122 0.061
-0.354 -0.579 -0.452
0.384 0.239 0.262
-0.241 -0.253 0.170
-1.007 -0.194 0.313
-0.217 -0.299 -0.161
-0.219 0.684 0.040
-0.305 -0.393 -0.096
0.623 2.153 -1.244
-0.462 0.326 0.164
-0.346 -0.102 -0.007
0.122 0.143 0.151
-0.402 -0.195 0.624
1.233 0.256 1.024
-0.053 0.550 0.099
0.637 0.726 -0.005
-0.131 0.252 0.036
0.002 0.310 -0.034
0.683 -0.230 0.125
-0.398 0.378 0.253
1.313 -1.791 -0.203
0.395 0.560 -0.192
-1.559 -0.198 0.636
-0.083 -0.117 -0.108
0.113 0.027 0.074
-0.332 -0.255 -1.242
-0.257 -0.302 -0.596
-0.031 0.217 0.038

---

We obtain orbital gap values of 9.00; 9.58 eV for the records listed above, in that order.